The following is a DFT calculation (wB97M-V/def2-TZVPD) of 10 unconnected molecules or ions with the total composition C60H180N30O10P10 at a distorted geometry.

Output
multiplicity = 1
HOMO level = -8.25 eV
ΔE to the lowest compared entry with this formula, charge and spin = 1.5072 eV
HOMO-LUMO gap = 8.620 eV
structure (SMILES) = CN(C)P(=O)(N(C)C)N(C)C.CN(C)P(=O)(N(C)C)N(C)C.CN(C)P(=O)(N(C)C)N(C)C.CN(C)P(=O)(N(C)C)N(C)C.CN(C)P(=O)(N(C)C)N(C)C.CN(C)P(=O)(N(C)C)N(C)C.CN(C)P(=O)(N(C)C)N(C)C.CN(C)P(=O)(N(C)C)N(C)C.CN(C)P(=O)(N(C)C)N(C)C.CN(C)P(=O)(N(C)C)N(C)C

Last column: Löwdin charge in e.
Positions of all 290 atoms, in Å:
O1 15.59352 24.17678 14.66799  -0.297
P1 15.25060 22.79315 14.27510  0.543
N1 16.61682 21.82053 14.40892  -0.291
C1 17.76139 22.45720 15.06592  -0.110
C2 16.82379 20.51810 13.74889  -0.109
N2 14.83306 22.51983 12.66350  -0.300
C3 13.45669 22.58365 12.11877  -0.084
C4 15.85673 22.43525 11.65925  -0.132
N3 13.91074 22.24775 15.15943  -0.291
C5 13.39879 20.89666 15.01954  -0.121
C6 13.98411 22.78995 16.56769  -0.082
H1 18.54798 22.63670 14.33620  0.077
H2 18.20218 21.81389 15.89821  0.063
H3 17.51559 23.41346 15.53246  0.072
H4 16.73252 19.70903 14.49211  0.063
H5 17.77926 20.53969 13.20862  0.087
H6 15.96609 20.34089 13.07517  0.066
H7 13.08394 21.59461 11.69472  0.082
H8 12.82160 22.91922 12.90032  0.061
H9 13.45818 23.33639 11.35084  0.072
H10 15.79524 23.30332 10.99854  0.087
H11 16.85021 22.38078 12.09462  0.073
H12 15.75284 21.53236 11.01180  0.074
H13 14.05649 20.19450 15.56966  0.077
H14 12.38189 20.81762 15.39827  0.083
H15 13.47143 20.55613 13.99365  0.050
H16 14.87004 22.36331 17.06978  0.047
H17 13.12590 22.53331 17.19303  0.086
H18 14.18877 23.84790 16.47825  0.063
O2 14.95696 15.67419 16.08826  -0.302
P2 14.04986 14.75913 16.84126  0.568
N4 14.03488 13.08904 16.34659  -0.297
C7 12.87045 12.25316 16.31548  -0.155
C8 15.30473 12.51070 15.83119  -0.078
N5 12.44436 15.06091 16.89106  -0.308
C9 11.96718 16.10687 17.85256  -0.064
C10 11.60784 14.89982 15.68171  -0.100
N6 14.61299 14.70628 18.46984  -0.281
C11 13.95936 13.71189 19.36093  -0.109
C12 15.39169 15.81102 19.10989  -0.104
H19 13.02073 11.35701 16.90151  0.077
H20 12.64156 11.94877 15.26470  0.097
H21 12.01607 12.79434 16.67906  0.053
H22 16.06386 13.18247 16.17221  0.042
H23 15.32074 12.45391 14.75117  0.071
H24 15.51971 11.50468 16.20660  0.085
H25 12.78780 16.31532 18.55623  0.064
H26 11.58413 16.96961 17.37439  0.063
H27 11.13352 15.66380 18.46054  0.096
H28 10.63202 14.49690 16.01246  0.096
H29 11.46679 15.83798 15.16611  0.067
H30 12.01430 14.15135 15.00502  0.062
H31 12.97787 13.96644 19.81050  0.075
H32 13.66298 12.79869 18.81807  0.064
H33 14.58805 13.43880 20.19738  0.068
H34 14.75753 16.53191 19.67549  0.076
H35 15.72944 16.39338 18.25225  0.057
H36 16.23037 15.45718 19.69875  0.055
O3 15.62344 22.00931 19.45225  -0.257
P3 16.73068 21.29368 20.03546  0.501
N7 16.56720 20.91355 21.66498  -0.287
C13 17.68952 20.33546 22.38613  -0.140
C14 15.18353 20.63153 22.05946  -0.104
N8 18.25447 22.01297 20.18365  -0.281
C15 18.35117 23.16618 21.12032  -0.094
C16 18.87532 22.29327 18.84661  -0.108
N9 17.05208 19.95134 19.05680  -0.258
C17 16.07540 19.85010 17.91702  -0.094
C18 17.34507 18.69493 19.77093  -0.120
H37 17.88452 20.71533 23.41075  0.098
H38 18.53462 20.49145 21.79418  0.033
H39 17.65458 19.22636 22.44227  0.081
H40 14.79200 21.24274 22.85312  0.067
H41 15.06195 19.61084 22.48499  0.083
H42 14.52666 20.68614 21.16408  0.079
H43 19.40848 23.36783 21.23800  0.072
H44 17.93839 24.13120 20.80283  0.088
H45 17.91290 22.84314 22.05060  0.059
H46 19.94134 22.01094 18.92129  0.047
H47 18.48654 21.64202 18.05806  0.043
H48 18.88635 23.32926 18.50198  0.088
H49 16.28266 18.86119 17.44376  0.077
H50 15.05603 19.88034 18.30650  0.079
H51 16.28117 20.62201 17.20423  0.044
H52 18.11136 18.82462 20.56406  0.060
H53 17.82456 17.96890 19.11027  0.050
H54 16.48320 18.15667 20.23779  0.084
O4 24.23658 18.98515 18.73476  -0.302
P4 23.54075 20.29139 18.97095  0.590
N10 23.59881 20.57525 20.68318  -0.282
C19 22.94573 21.61836 21.46665  -0.118
C20 24.87004 20.09729 21.25827  -0.126
N11 21.87119 20.45652 18.66044  -0.283
C21 21.60591 20.60768 17.21836  -0.112
C22 21.04309 19.46826 19.38094  -0.078
N12 24.14072 21.55505 18.03907  -0.301
C23 23.56453 22.94656 18.28136  -0.078
C24 25.65047 21.57667 17.87615  -0.079
H55 22.19552 22.08149 20.83124  0.061
H56 23.58168 22.40871 21.84394  0.073
H57 22.50661 21.15519 22.33810  0.076
H58 24.72840 19.76682 22.31347  0.095
H59 25.66170 20.83270 21.20913  0.073
H60 25.22874 19.22925 20.73182  0.025
H61 20.67784 21.16844 17.01568  0.074
H62 22.37662 21.25871 16.75504  0.069
H63 21.62878 19.62796 16.73415  0.067
H64 21.04983 18.46967 18.89319  0.078
H65 21.36536 19.37011 20.37536  0.057
H66 20.01360 19.83983 19.49748  0.062
H67 23.71771 23.59721 17.42570  0.079
H68 22.51651 22.84140 18.42543  0.043
H69 24.07897 23.38383 19.15574  0.086
H70 26.00699 20.55736 17.64236  0.080
H71 26.15456 21.86493 18.76885  0.058
H72 25.82810 22.23721 17.05627  0.066
O5 21.05236 19.86929 12.36159  -0.289
P5 22.35016 19.47974 11.77080  0.526
N13 23.53645 19.07714 12.91330  -0.287
C25 24.94771 19.03391 12.39196  -0.100
C26 23.56879 19.91459 14.13199  -0.127
N14 22.82661 20.72754 10.69645  -0.299
C27 22.28818 22.06589 11.03016  -0.111
C28 23.80542 20.67626 9.61274  -0.130
N15 22.34641 18.19589 10.75324  -0.293
C29 21.35484 18.26562 9.65903  -0.071
C30 22.19838 16.94180 11.42680  -0.147
H73 25.34999 20.07624 12.32040  0.087
H74 25.01863 18.51947 11.41614  0.078
H75 25.51104 18.55435 13.16598  0.069
H76 23.97557 19.26902 14.90930  0.083
H77 22.56285 20.19364 14.37017  0.038
H78 24.21686 20.83792 14.13359  0.100
H79 21.67439 22.49675 10.19769  0.086
H80 21.61470 22.06975 11.89452  0.064
H81 23.17505 22.73335 11.14187  0.082
H82 23.28385 20.96632 8.68859  0.086
H83 24.65263 21.35211 9.73785  0.072
H84 24.38235 19.76268 9.53450  0.066
H85 21.51879 17.51245 8.91959  0.083
H86 20.34756 18.18405 10.09596  0.079
H87 21.48983 19.22997 9.20271  0.065
H88 22.61841 16.10866 10.86951  0.079
H89 21.15675 16.77295 11.70107  0.066
H90 22.82898 16.97444 12.34426  0.081
O6 28.65759 14.33060 21.70907  -0.305
P6 28.45922 15.74934 21.26465  0.466
N16 27.02652 15.92848 20.44387  -0.278
C31 26.69990 16.95740 19.47610  -0.126
C32 25.97731 14.90120 20.69674  -0.090
N17 29.46900 16.42170 20.13534  -0.310
C33 29.60098 15.76708 18.82232  -0.104
C34 30.70060 17.02333 20.64388  -0.111
N18 28.58072 16.77968 22.49978  -0.315
C35 29.42610 16.54736 23.66788  -0.097
C36 27.93427 18.09820 22.34863  -0.091
H91 27.56334 17.40389 19.03611  0.057
H92 26.06844 17.73012 19.85898  0.027
H93 26.13577 16.59452 18.58716  0.097
H94 25.53594 14.51594 19.74004  0.080
H95 25.13455 15.30106 21.30982  0.085
H96 26.47231 14.02976 21.17182  0.067
H97 29.43524 16.48087 17.97745  0.088
H98 30.56881 15.26471 18.68348  0.086
H99 28.80814 15.04546 18.77221  0.067
H100 31.47649 16.27439 20.93458  0.097
H101 31.10572 17.63533 19.84968  0.075
H102 30.54729 17.69146 21.50968  0.066
H103 28.92035 16.93357 24.52677  0.070
H104 29.46538 15.47534 23.89403  0.085
H105 30.40391 17.01057 23.59957  0.070
H106 28.47646 18.96866 22.77008  0.097
H107 26.93316 18.09883 22.72646  0.067
H108 27.85735 18.29288 21.27554  0.057
O7 20.33128 12.51816 22.45894  -0.267
P7 19.42627 12.03553 21.41609  0.484
N19 20.14354 11.01442 20.24767  -0.306
C37 20.57396 9.63692 20.48430  -0.100
C38 21.16307 11.82680 19.64192  -0.148
N20 18.74451 13.17648 20.48032  -0.279
C39 17.81173 12.72663 19.45957  -0.099
C40 19.14028 14.66118 20.67830  -0.043
N21 18.19521 11.05811 22.07118  -0.298
C41 17.29835 10.05807 21.49126  -0.148
C42 17.72154 11.49014 23.39935  -0.108
H109 20.66388 9.19870 19.47484  0.088
H110 19.82730 9.12003 21.08078  0.063
H111 21.54355 9.58905 20.97261  0.081
H112 21.49469 11.24726 18.78110  0.081
H113 22.04750 11.93105 20.29129  0.094
H114 20.75990 12.75077 19.29435  0.054
H115 17.23789 11.86989 19.84830  0.055
H116 17.15160 13.52735 19.15085  0.056
H117 18.33567 12.34607 18.53183  0.076
H118 20.12073 14.87573 20.34084  0.042
H119 18.45020 15.29944 20.05810  0.056
H120 19.09329 14.93347 21.72984  0.069
H121 16.26324 10.43951 21.21430  0.092
H122 17.76428 9.61654 20.60856  0.066
H123 17.17964 9.22496 22.16842  0.073
H124 18.06000 10.75036 24.12507  0.082
H125 16.62615 11.45209 23.37565  0.075
H126 18.05491 12.46621 23.67984  0.062
O8 15.58956 15.75283 10.00661  -0.266
P8 15.15873 16.84554 10.86413  0.521
N22 14.08829 17.82614 10.09870  -0.299
C43 13.49409 17.36819 8.83435  -0.111
C44 13.66002 19.20494 10.44917  -0.106
N23 16.37176 17.92632 11.24828  -0.310
C45 17.28335 17.50191 12.29008  -0.134
C46 16.97748 18.67875 10.15287  -0.109
N24 14.55206 16.38090 12.45361  -0.276
C47 13.54008 17.10905 13.23467  -0.106
C48 14.31440 14.93044 12.48901  -0.126
H127 12.45492 17.01143 8.87433  0.080
H128 13.97792 16.41804 8.49738  0.080
H129 13.62968 18.12546 8.06762  0.076
H130 13.54074 19.72220 9.52719  0.066
H131 14.34269 19.69613 11.15977  0.055
H132 12.66248 19.06305 10.87300  0.081
H133 17.98062 16.68950 11.84286  0.109
H134 17.86993 18.35695 12.65302  0.059
H135 16.75840 17.01419 13.11718  0.060
H136 16.23156 19.18903 9.49350  0.083
H137 17.56063 19.54208 10.61986  0.091
H138 17.73125 18.08018 9.58728  0.085
H139 13.50258 18.11074 12.90090  0.028
H140 12.49685 16.69408 13.07069  0.095
H141 13.77376 17.10178 14.29690  0.059
H142 13.46689 14.66501 11.82280  0.091
H143 14.05504 14.57328 13.46392  0.045
H144 15.25567 14.49995 12.16867  0.062
O9 20.95174 11.76014 10.09756  -0.265
P9 20.98276 11.72258 11.55688  0.492
N25 20.66845 10.30321 12.24915  -0.300
C49 20.03501 10.14534 13.53650  -0.116
C50 21.36682 9.13988 11.65695  -0.076
N26 19.93328 12.82789 12.33669  -0.278
C51 18.64206 12.67685 11.74851  -0.152
C52 20.36972 14.19954 12.10971  -0.134
N27 22.49778 12.28596 12.11938  -0.298
C53 23.51067 12.67448 11.07512  -0.084
C54 22.82043 12.31088 13.54460  -0.106
H145 19.33329 9.31365 13.54828  0.083
H146 19.40417 10.98524 13.77974  0.050
H147 20.81881 9.96530 14.30196  0.091
H148 22.04949 9.48272 10.86997  0.078
H149 20.67008 8.43028 11.21775  0.082
H150 21.99034 8.62761 12.39525  0.082
H151 17.98615 13.38418 12.24798  0.062
H152 18.50409 12.93639 10.69872  0.094
H153 18.30226 11.65515 11.96409  0.086
H154 19.78637 14.87546 12.66914  0.044
H155 21.45256 14.34732 12.19935  0.064
H156 20.24496 14.45298 11.05070  0.093
H157 23.67154 13.76924 11.12687  0.063
H158 24.49357 12.22128 11.26234  0.074
H159 23.14400 12.40793 10.07729  0.067
H160 23.51252 11.52508 13.86473  0.085
H161 21.92281 12.14562 14.12133  0.054
H162 23.22451 13.26337 13.82707  0.051
O10 19.37407 16.15394 18.06023  -0.294
P10 20.02076 16.22270 16.69748  0.561
N28 19.50362 15.01241 15.64256  -0.309
C55 18.21278 15.25640 14.97465  -0.078
C56 19.69617 13.69021 16.11661  -0.132
N29 21.62741 15.74410 16.66319  -0.290
C57 22.31158 15.10406 15.49253  -0.099
C58 22.45661 16.09007 17.81807  -0.094
N30 19.93257 17.68064 15.93622  -0.268
C59 18.64576 18.45847 16.00221  -0.062
C60 20.72644 17.94848 14.78004  -0.128
H163 17.38888 15.09555 15.66958  0.059
H164 18.06682 14.51573 14.13812  0.084
H165 18.15027 16.25349 14.57350  0.034
H166 19.68869 13.00056 15.24685  0.081
H167 18.91198 13.40760 16.85768  0.069
H168 20.61912 13.56022 16.69773  0.078
H169 21.55290 14.86236 14.72958  0.061
H170 22.90282 15.85269 14.99992  0.057
H171 22.84370 14.20518 15.84655  0.088
H172 22.96138 15.22740 18.18276  0.066
H173 23.13342 16.90463 17.63824  0.058
H174 21.84546 16.34531 18.66455  0.054
H175 17.90750 18.16336 15.26581  0.050
H176 18.29036 18.31649 17.02502  0.051
H177 18.81263 19.51930 15.84354  0.067
H178 21.77964 17.56731 14.94891  0.089
H179 20.79421 19.01170 14.61867  0.045
H180 20.30802 17.55081 13.86334  0.071